{"formula": "C27H38F18N7O12S6", "method": "ωB97M-V with the def2-TZVPD basis set", "orbital_gap_ev": 2.8, "total_charge": 1, "e_homo_ev": -9.1, "fmax_ha_per_bohr": 0.1341, "lumo_energy_ha": -0.23399, "symbols": ["N", "H", "H", "H", "H", "C", "C", "C", "N", "C", "C", "C", "C", "C", "C", "H", "H", "H", "H", "H", "H", "H", "H", "H", "H", "H", "H", "H", "H", "H", "H", "H", "H", "H", "H", "C", "N", "C", "C", "C", "C", "C", "C", "C", "C", "N", "C", "C", "C", "H", "H", "H", "H", "H", "H", "H", "H", "H", "H", "H", "H", "H", "H", "C", "F", "F", "F", "S", "O", "O", "N", "S", "O", "O", "C", "F", "F", "F", "C", "F", "F", "F", "S", "O", "O", "N", "S", "O", "O", "C", "F", "F", "F", "C", "F", "F", "F", "S", "O", "O", "N", "S", "O", "O", "C", "F", "F", "F"], "coordinates": [[-0.2997, 1.0072, -0.2342], [0.1627, 1.6743, 0.3670], [-1.1265, 0.7455, 0.2835], [0.1476, 0.1190, -0.4105], [-0.5325, 1.5163, -1.0748], [5.9187, -4.6402, 9.1865], [5.6780, -3.9649, 7.8527], [6.2652, -2.5835, 7.8351], [6.4058, -1.8447, 6.4566], [6.8510, -0.3530, 6.7529], [8.2961, -0.2389, 7.1327], [9.3029, -0.9661, 6.2559], [8.8398, -2.4677, 5.9333], [7.3742, -2.5665, 5.4475], [5.0412, -1.7748, 5.6951], [5.5253, -3.9467, 9.9297], [6.9884, -4.8276, 9.2800], [5.3071, -5.5362, 9.2919], [4.5961, -3.9559, 7.7202], [5.9473, -4.5405, 6.9672], [7.3030, -2.5711, 8.1681], [5.7076, -1.9070, 8.4828], [6.1083, 0.1904, 7.3370], [6.8312, 0.0761, 5.7511], [8.4747, -0.6355, 8.1322], [8.4892, 0.8310, 7.0547], [10.2210, -1.0167, 6.8412], [9.5207, -0.4823, 5.3037], [9.0214, -3.1665, 6.7499], [9.5278, -2.7384, 5.1325], [7.0121, -3.5723, 5.2347], [7.2805, -2.1412, 4.4483], [5.0982, -0.9871, 4.9438], [4.2231, -1.6084, 6.3959], [4.8920, -2.7161, 5.1661], [-11.1810, 2.1723, -5.5876], [-10.1405, 1.2370, -6.0496], [-8.9758, 1.7037, -6.4761], [-7.8368, 0.8753, -6.5264], [-8.0447, -0.4851, -6.3906], [-9.3129, -0.9329, -6.0412], [-10.3690, -0.0422, -5.8633], [-6.9535, -1.4203, -6.5776], [-7.1606, -2.5066, -7.4357], [-6.1357, -3.4699, -7.6790], [-4.9473, -3.3537, -7.0375], [-4.6067, -2.3163, -6.2349], [-5.5842, -1.3207, -5.9925], [-3.9629, -4.4521, -7.1487], [-10.8913, 3.2172, -5.4764], [-11.4898, 1.9080, -4.5762], [-12.1567, 2.2664, -6.0642], [-8.9404, 2.7730, -6.6237], [-6.9107, 1.3628, -6.7929], [-9.5315, -1.9891, -5.9871], [-11.3836, -0.3413, -5.6456], [-8.1159, -2.7968, -7.8475], [-6.2693, -4.3495, -8.2912], [-3.7470, -2.3093, -5.5813], [-5.4435, -0.6587, -5.1509], [-4.1662, -5.0389, -6.2529], [-2.9030, -4.2153, -7.0562], [-4.0963, -5.1127, -8.0053], [-1.2048, -4.2207, 1.4843], [-2.2278, -4.9472, 1.9716], [-1.5110, -2.9560, 1.3744], [-0.1833, -4.2584, 2.3395], [-0.5439, -4.7965, -0.2721], [-0.1974, -6.2553, -0.1650], [-1.6740, -4.5906, -1.1570], [0.7645, -3.7166, -0.5638], [1.8199, -4.6164, -1.1683], [2.4827, -5.4053, -0.1018], [1.4808, -5.4100, -2.4091], [3.0499, -3.2198, -1.8274], [2.7895, -2.9221, -3.0847], [2.9106, -2.0645, -1.1566], [4.2691, -3.7499, -1.6774], [-1.4148, 3.5713, -6.8094], [-1.0173, 4.4142, -7.8101], [-2.6893, 3.3435, -6.7523], [-0.7978, 2.3884, -6.9629], [-0.9343, 4.3538, -5.1642], [0.5442, 4.0588, -5.0432], [-1.2022, 5.7956, -5.3748], [-1.9096, 3.5902, -3.9768], [-2.9129, 4.6701, -3.4456], [-2.3388, 5.7406, -2.6117], [-3.8495, 5.0106, -4.5256], [-4.0191, 3.7613, -2.1936], [-3.8718, 2.5163, -2.3911], [-3.5548, 4.0492, -0.9533], [-5.2827, 4.1728, -2.2805], [2.8977, 6.8073, 1.1390], [4.0299, 7.1108, 0.5649], [2.1725, 7.8866, 1.4202], [2.2033, 5.9719, 0.3991], [3.0928, 5.7304, 2.7440], [4.2730, 4.8925, 2.5054], [3.2308, 6.7020, 3.8364], [1.6416, 4.7805, 2.8431], [1.1895, 5.0419, 4.2992], [0.0930, 4.0992, 4.5600], [2.1960, 4.9364, 5.3529], [0.4072, 6.9299, 4.3425], [1.0628, 7.6148, 5.2764], [0.4504, 7.5522, 3.1926], [-0.8577, 6.8222, 4.8147]], "forces_ev_per_a": [[-0.83, 0.11, 0.50], [1.07, 0.06, 0.42], [-0.85, 0.13, 0.02], [1.04, -0.11, -0.22], [-0.27, 0.02, -0.72], [-0.05, 0.31, -0.33], [-1.23, -0.38, -1.11], [0.88, 0.97, -1.12], [-1.47, 0.07, -0.63], [0.19, -1.39, -2.40], [0.24, -0.10, 0.63], [-0.91, -1.78, -0.11], [0.15, 1.17, -0.18], [0.68, 0.81, 0.78], [0.95, -0.29, 0.61], [0.46, -0.07, 0.41], [-0.15, -0.19, 0.57], [0.38, -0.14, -0.15], [-0.24, 0.59, 0.03], [0.74, -0.25, 0.20], [-0.08, -0.27, 0.31], [-0.04, 0.10, -0.14], [0.09, -0.54, 0.34], [-0.43, 0.13, -0.13], [-0.11, 0.56, 0.33], [0.20, 0.06, 0.61], [0.13, -0.03, -0.32], [-0.17, 0.18, 0.07], [0.01, 0.19, 0.17], [-0.34, -0.51, -0.13], [0.02, -0.17, 0.85], [-0.22, 0.89, 0.28], [0.06, 0.05, 0.26], [0.20, 0.12, -0.01], [0.01, -0.04, 0.25], [-1.38, 1.33, 1.30], [-1.30, 1.74, 0.02], [1.78, 0.02, 0.69], [-1.60, 1.29, -0.76], [0.00, 0.76, 0.99], [-1.21, -0.08, -0.38], [0.99, -2.10, -0.34], [3.65, -1.75, -0.37], [1.35, -1.47, 0.18], [-0.07, 1.80, 1.50], [0.94, 0.09, -1.08], [-3.28, 1.50, 0.55], [-2.06, -1.36, -0.70], [0.06, -1.39, 0.96], [0.88, -0.27, -0.38], [0.48, -0.38, 0.12], [0.39, -0.86, -1.12], [0.21, 0.01, -0.04], [0.22, -0.28, 0.00], [0.07, -0.05, 0.25], [0.09, -0.06, 0.28], [-0.17, 0.54, -0.21], [-0.02, 0.07, -0.03], [0.48, -0.42, -0.57], [0.33, 0.46, -0.30], [0.07, -0.37, -0.05], [-0.29, 0.89, -0.27], [-0.32, 0.48, -0.10], [1.76, -1.18, -0.69], [0.79, 0.68, -0.76], [-1.24, 1.32, -0.18], [-0.06, -0.60, 0.27], [-0.41, -3.36, -0.02], [-0.46, 3.95, 0.52], [0.47, 1.13, 0.47], [-5.26, 0.15, 1.40], [4.40, -4.79, -2.29], [-0.16, 1.65, -2.03], [0.70, 2.48, 2.66], [-1.30, -1.49, 1.01], [0.32, -0.30, -0.52], [0.55, -0.22, 0.42], [-0.28, 0.89, -0.30], [2.06, 0.56, 0.88], [-1.03, -1.31, 1.09], [-1.56, 0.10, -1.08], [-0.02, 0.28, -0.29], [3.78, 2.24, 0.72], [-4.23, -0.32, 0.08], [-0.20, -2.94, 0.49], [2.57, 0.13, -1.68], [-1.70, 3.73, 0.14], [-0.94, -1.88, -1.42], [0.32, -0.12, 1.38], [1.96, 3.67, 0.23], [-0.71, -3.72, -0.23], [-0.59, -0.30, -0.27], [0.14, -0.53, 0.02], [-1.00, -1.49, 2.47], [0.33, 0.30, -0.07], [0.61, -0.03, -0.58], [-0.58, -0.07, -1.68], [1.89, 0.20, 0.78], [-1.74, 0.64, -0.30], [-0.36, -0.70, -1.92], [3.30, 2.18, -1.77], [-2.22, -1.57, 4.02], [0.06, 1.37, -0.78], [-0.82, 0.66, -0.97], [0.54, -2.16, 2.05], [0.12, 0.24, -0.35], [-0.42, 0.03, -0.13], [0.26, 0.07, -0.90]]}